*A*
20
Properties=species:S:1:pos:R:3:lowdin_charge:R:1 method="wB97M-V/def2-TZVPD" spin_multiplicity=3 gap_ev="7.99 / 4.97" charge=+2 lumo_ev="-7.7 / -13.4"
C 0.126 -0.165 -0.165 0.015
C 1.146 1.069 0.218 -0.160
C 0.701 -1.606 0.013 -0.480
C -1.081 1.636 0.454 0.019
C -2.203 -0.745 -0.163 0.079
N 0.262 2.056 0.507 0.232
N -1.070 0.207 -0.026 -0.023
N 0.631 -2.572 -0.866 0.237
N 2.441 1.211 0.160 0.360
O 1.031 -1.646 1.173 0.161
H -1.647 1.830 1.363 0.187
H -1.493 2.210 -0.436 0.213
H -1.948 -1.645 -0.831 0.147
H -3.072 -0.252 -0.536 0.111
H -2.341 -1.293 0.664 0.070
H 0.616 2.930 0.835 0.201
H 0.623 -2.471 -1.860 0.137
H 1.266 -3.352 -0.782 0.154
H 3.156 0.616 -0.280 0.203
H 2.855 1.983 0.557 0.135

*B*
20
Properties=species:S:1:pos:R:3:lowdin_charge:R:1 method="wB97M-V/def2-TZVPD" spin_multiplicity=3 gap_ev="8.83 / 6.71" charge=+2 lumo_ev="-8.1 / -13.5"
C -1.636 1.655 -0.068 0.033
C 0.356 0.764 -0.082 -0.087
C 1.805 0.223 -0.059 -0.335
C -0.650 -1.397 1.143 0.091
C -0.877 -1.154 -1.184 0.083
N -1.866 0.413 0.038 0.152
N -0.241 1.896 -0.086 0.198
N 2.850 1.100 0.109 0.342
N -0.690 -0.264 0.100 -0.222
O 1.910 -0.960 0.071 0.307
H -2.237 2.553 -0.136 0.176
H -1.527 -2.035 1.035 0.130
H 0.391 -1.674 1.271 0.096
H -0.758 -0.899 2.220 0.170
H -1.633 -1.803 -1.037 0.074
H -1.179 -0.564 -1.957 0.083
H 0.049 -1.676 -1.631 0.166
H 0.355 2.706 -0.179 0.199
H 2.949 1.899 -0.526 0.174
H 3.744 0.753 0.436 0.170

Least stable of them? *B*.

*A*
27
Properties=species:S:1:pos:R:3:lowdin_charge:R:1 method="wB97M-V/def2-TZVPD" spin_multiplicity=1 smiles=Cc1noc2c1C(C)(C)C2(C)C gap_ev=9.23 lumo_ev=0.7
C -1.009 0.031 -0.269 0.009
C -0.232 -0.989 -1.042 -0.110
C -2.228 0.054 -0.958 -0.328
C 0.253 0.404 0.537 -0.432
C 1.064 -0.707 -0.307 -0.351
C -3.373 0.938 -0.704 -0.040
C 0.214 0.103 1.998 -0.042
C 0.675 1.832 0.337 -0.043
C 2.280 -0.310 -1.218 -0.002
C 1.288 -1.928 0.597 -0.046
N -2.274 -0.859 -1.958 0.105
O -1.037 -1.519 -1.956 0.009
H -3.195 1.404 0.352 0.116
H -3.450 1.638 -1.455 0.040
H -4.375 0.357 -0.680 0.112
H 0.069 -0.932 2.210 0.067
H -0.529 0.833 2.210 0.084
H 1.161 0.324 2.511 0.105
H 0.791 2.301 -0.625 0.087
H 1.719 1.946 0.686 0.088
H 0.252 2.435 1.141 0.085
H 2.753 -1.198 -1.834 0.131
H 2.983 0.000 -0.387 0.098
H 2.112 0.555 -1.714 0.023
H 1.847 -2.749 0.161 0.092
H 0.355 -2.237 0.887 0.055
H 1.887 -1.728 1.480 0.087

*B*
27
Properties=species:S:1:pos:R:3:lowdin_charge:R:1 method="wB97M-V/def2-TZVPD" spin_multiplicity=1 smiles="Cc1ccccc1.CCC(N)=O" gap_ev=9.88 lumo_ev=0.8
C -0.942 1.076 -3.528 -0.042
C -1.532 -2.199 -0.807 -0.108
C -0.602 -1.226 -0.470 -0.084
C -2.402 -2.037 -1.878 -0.094
C -0.457 -0.192 -1.393 -0.064
C -2.177 -1.036 -2.816 -0.055
C -1.247 -0.039 -2.533 -0.272
H -1.766 -3.037 -0.154 0.098
H 0.124 -1.248 0.327 0.082
H -3.168 -2.783 -2.013 0.097
H 0.203 0.634 -1.182 0.103
H -2.826 -1.002 -3.683 0.109
H 0.094 1.362 -3.420 0.070
H -1.619 1.910 -3.371 0.079
H -1.097 0.641 -4.514 0.075
C 2.537 0.558 2.786 -0.186
C 3.390 0.646 1.525 -0.089
C 1.143 1.144 2.688 -0.558
O 0.958 2.343 2.646 0.049
N 0.119 0.266 2.937 0.156
H 2.583 -0.455 3.197 0.106
H 2.978 1.155 3.583 0.116
H 3.439 1.683 1.185 0.080
H 2.910 0.133 0.684 0.068
H -0.834 0.561 2.786 0.110
H 0.332 -0.711 3.034 0.089
H 4.358 0.207 1.692 0.066

Least stable of them? *A*.

*A*
10
Properties=species:S:1:pos:R:3:lowdin_charge:R:1 method="wB97M-V/def2-TZVPD" spin_multiplicity=1 gap_ev=7.74 charge=-1 lumo_ev=3.8
C 1.912 -0.055 0.055 -0.060
C 0.714 0.476 0.130 -0.096
C -0.723 -0.548 0.287 -0.462
C -1.868 -0.077 -0.516 -0.993
O -0.699 -1.419 1.126 0.012
O -2.362 -0.558 -1.518 -0.059
S -2.321 1.244 0.448 0.538
H 2.793 0.539 -0.170 0.035
H 2.077 -1.106 0.238 0.043
H 0.476 1.504 -0.079 0.043

*B*
10
Properties=species:S:1:pos:R:3:lowdin_charge:R:1 method="wB97M-V/def2-TZVPD" spin_multiplicity=1 gap_ev=8.10 charge=-1 lumo_ev=3.5
C -0.544 0.192 0.216 -0.133
C 0.489 1.085 0.159 -0.504
C 0.123 -1.031 0.093 -0.487
C 1.421 -0.152 0.008 -0.046
O 0.810 2.284 0.125 -0.033
O -0.093 -2.236 0.073 -0.008
S -2.950 0.208 0.392 0.324
H 2.011 -0.025 -1.037 0.153
H 2.105 -0.191 0.783 0.065
H -3.372 -0.135 -0.812 -0.330

Least stable of them? *B*.

*A*
6
Properties=species:S:1:pos:R:3:lowdin_charge:R:1 method="wB97M-V/def2-TZVPD" spin_multiplicity=1 gap_ev="9.49 / 5.75" lumo_ev="-0.1 / -1.4"
C -0.010 -0.538 -1.182 -0.390
O 0.706 1.490 1.305 -0.698
P -0.226 0.667 2.110 0.541
Br -0.038 -1.453 0.485 0.568
H 0.527 0.430 -1.047 -0.001
H -0.959 -0.597 -1.670 -0.020

*B*
6
Properties=species:S:1:pos:R:3:lowdin_charge:R:1 method="wB97M-V/def2-TZVPD" spin_multiplicity=1 gap_ev=8.52 lumo_ev=-0.5
C -0.774 0.266 -0.196 -0.689
O 1.691 -1.512 0.847 -0.541
P 1.141 -1.134 -0.430 0.743
Br 0.740 1.483 -0.017 0.502
H -1.248 0.221 0.783 -0.041
H -1.551 0.676 -0.988 0.026

Least stable of them? *A*.